Formula: C2HN2O2S
Source: OMol25
Level of theory: ωB97M-V with the def2-TZVPD basis set

Geometry (Å):
1 H -1.4318 0.0297 -1.1726
2 S -1.3903 2.2583 0.1373
3 O 1.6682 -1.6217 1.2089
4 C -0.7416 -0.1669 -0.4515
5 N 1.3730 -1.2159 0.1484
6 C -0.1013 1.0285 -0.0393
7 N 1.0454 1.0399 0.3733
8 O -0.4216 -1.3519 -0.2044

The value obtained for the total energy is -734.85051 Eh. The energy relative to the best compared isomer or geometry (same formula, charge and spin) comes out at 212.3 kJ/mol. As for the charge: -1.